C5H10HgO3 | ωB97M-V/def2-TZVPD

Values from the calculation:
E_LUMO (alpha / beta) = 0.59 / -2.62 eV
frontier orbital gap (alpha / beta) = 8.56 / 7.12 eV
HOMO energy (alpha / beta) = -7.967 / -9.733 eV
DFT total energy = -15660.7757 eV
max |F| = 4.6 eV/A
2S+1 = 3

Each line ends with the Mulliken charge.
Cartesian coordinates (Å):
C (0.73811, 0.79388, 1.55574)  0.85
H (-1.87486, 0.45398, -2.25701)  0.38
C (-2.61334, 1.75059, -0.62026)  -0.58
O (0.16308, 0.26349, 2.52141)  -0.62
C (-1.95686, 0.53535, -1.16746)  -1.02
H (-1.76096, -0.42494, -0.68505)  0.46
H (0.33235, -1.97672, 0.58456)  0.25
Hg (0.56095, 1.48797, -1.04122)  0.67
H (2.13374, -1.58531, -1.24041)  0.27
C (2.34558, -1.92496, -0.21619)  -1.09
H (-1.91008, 2.59038, -0.50777)  0.22
H (1.55872, -1.57630, 1.79387)  0.31
H (2.37977, -3.02260, -0.21017)  0.37
O (1.09402, -0.04698, 0.49248)  -0.39
H (3.33347, -1.53479, 0.06564)  0.28
O (0.69579, 1.98429, 1.15043)  -0.71
C (1.27965, -1.43857, 0.73965)  -0.23
H (-3.09501, 1.56268, 0.34827)  0.26
H (-3.40411, 2.10856, -1.30650)  0.32